# 1
A structure of composition C41H28CaF10N8O4. Source: OMol25; level of theory: ωB97M-V/def2-TZVPD.

Values from the calculation:
LUMO energy = 3.08 eV
Gap between HOMO and LUMO = 4.5 eV
Energy above the lowest of the compared OMol25 structures with the same formula, charge and spin = 0.0000 eV
E_HOMO = -1.40 eV
Charge = -2

Element x y z (Å)
Ca (0.0014, -0.1773, 0.5123)
C (-4.9228, 3.4632, 0.0815)
C (-4.3215, 3.3153, -1.1655)
C (-3.0460, 2.7828, -1.2823)
C (-2.3270, 2.3632, -0.1512)
C (-2.9385, 2.5268, 1.1015)
C (-4.2176, 3.0682, 1.2124)
N (-1.0749, 1.7509, -0.3086)
C (-0.0597, 2.4527, -0.8157)
C (-0.0489, 3.8966, -0.8624)
C (1.0214, 4.5941, -1.3344)
C (2.1787, 3.9342, -1.8230)
C (2.2000, 2.5724, -1.8304)
C (1.1156, 1.8012, -1.3422)
N (1.1065, 0.4206, -1.3927)
N (1.9760, -0.0719, -2.1447)
C (1.9253, -1.4702, -2.3016)
C (2.9608, -2.0183, -3.0600)
C (2.9851, -3.3785, -3.2785)
C (1.9739, -4.1574, -2.7356)
C (0.9906, -3.5185, -2.0000)
N (0.9482, -2.2049, -1.7819)
H (-5.9258, 3.8669, 0.1694)
H (-4.8614, 3.6068, -2.0603)
H (-2.5845, 2.6443, -2.2539)
H (-2.3944, 2.2004, 1.9810)
H (-4.6640, 3.1866, 2.1967)
H (-0.9097, 4.4166, -0.4666)
H (0.9974, 5.6814, -1.3177)
H (3.0262, 4.5072, -2.1833)
H (3.0602, 2.0281, -2.1958)
H (3.7168, -1.3512, -3.4560)
H (3.7790, -3.8295, -3.8635)
H (1.9431, -5.2300, -2.8779)
H (0.1944, -4.1083, -1.5581)
C (-3.0287, -1.0963, 1.5105)
N (-2.1078, -1.4841, 0.4257)
C (-2.9171, -1.4852, -0.8296)
C (-2.2304, -1.9113, -2.1216)
N (-1.5361, -0.7954, -2.7375)
C (-0.7460, -1.0154, -3.7799)
C (-0.1100, 0.1097, -4.4098)
F (-0.4259, 1.3375, -3.9636)
C (0.8097, 0.0277, -5.4225)
F (1.3739, 1.1453, -5.9084)
C (1.1725, -1.1894, -5.9702)
F (2.1036, -1.2749, -6.9579)
C (0.5489, -2.3067, -5.4705)
F (0.8525, -3.5047, -6.0022)
C (-0.3813, -2.2325, -4.4505)
F (-0.9541, -3.4199, -4.1003)
C (-1.5666, -2.8225, 0.7178)
C (-0.5252, -2.8606, 1.8521)
N (0.6932, -2.1529, 1.4561)
C (1.8974, -2.7265, 1.4518)
C (2.3241, -4.0293, 1.8254)
F (1.4656, -4.8994, 2.4147)
C (3.6097, -4.5027, 1.6367)
F (3.8951, -5.7647, 1.9866)
C (4.6043, -3.7208, 1.1043)
F (5.8411, -4.2056, 0.8820)
C (4.2742, -2.4162, 0.7898)
F (5.2157, -1.6067, 0.2960)
C (3.0020, -1.9472, 0.9881)
F (2.7713, -0.6385, 0.7105)
H (-3.7975, -1.8718, 1.6389)
H (-3.5200, -0.1638, 1.2523)
H (-2.5082, -0.9522, 2.4524)
H (-3.2864, -0.4680, -0.9789)
H (-3.7852, -2.1461, -0.6635)
H (-3.0381, -2.2932, -2.7660)
H (-1.5742, -2.7664, -1.9309)
H (-1.0670, -3.1827, -0.1710)
H (-2.3894, -3.5157, 0.9597)
H (-0.3750, -3.9091, 2.0871)
H (-0.9372, -2.3840, 2.7519)
O (1.1010, 1.5477, 1.9214)
C (0.2184, 1.2973, 2.7678)
O (-0.6536, 0.3820, 2.6678)
C (0.1816, 2.1703, 4.0091)
C (1.2687, 2.9782, 4.3128)
C (1.2556, 3.7767, 5.4422)
C (0.1326, 3.7666, 6.2511)
C (-0.9680, 2.9754, 5.9644)
C (-0.9323, 2.1698, 4.8387)
N (0.1118, 4.6200, 7.4558)
O (-0.8791, 4.6189, 8.1414)
O (1.0896, 5.2789, 7.7049)
H (2.1186, 2.9702, 3.6403)
H (2.0927, 4.4069, 5.7038)
H (-1.8258, 2.9987, 6.6209)
H (-1.7631, 1.5202, 4.5912)

Forces on atoms 1 to 2 (eV/Å):
Ca -0.3129 -0.2123 0.1227
C 0.0802 -0.0484 0.0741

# 2
A structure of composition C41H28CoN5O12S3. Source: OMol25; level of theory: ωB97M-V/def2-TZVPD.

Values from the calculation:
LUMO energy (spin up / spin down) = 1.45 / 1.45 eV
Expectation value of S² = 1.03
Gap between HOMO and LUMO (spin up / spin down) = 6.6 / 6.7 eV
2S+1 = 2
Energy above the lowest of the compared OMol25 structures with the same formula, charge and spin = 1.9617 eV
E_HOMO (spin up / spin down) = -5.18 / -5.26 eV
Charge = -1

Element x y z (Å)
Co (0.1151, 0.2843, -0.2455)
S (-0.6333, 5.3577, 0.6150)
C (-0.9844, 6.9399, 1.1404)
C (-1.5919, 6.9554, 2.3605)
C (-1.7736, 5.6503, 2.8804)
C (-1.3014, 4.6732, 2.0463)
C (-1.3249, 3.2202, 2.2571)
C (-0.6899, 2.3607, 1.3415)
N (-0.6709, 1.0466, 1.4527)
C (-1.2493, 0.4678, 2.5306)
C (-1.9612, 1.2360, 3.4623)
C (-2.6596, 0.5966, 4.5436)
C (-2.6327, -0.7414, 4.6919)
C (-1.8598, -1.5536, 3.7952)
C (-1.7894, -2.9485, 3.9296)
C (-0.9999, -3.6851, 3.0775)
C (-0.2474, -2.9647, 2.1227)
N (-0.3172, -1.6718, 1.9572)
C (-1.1383, -0.9611, 2.7456)
C (-0.9059, -5.1484, 3.1198)
C (-0.3930, -5.9803, 2.1649)
C (-0.4694, -7.3521, 2.5254)
C (-1.0409, -7.5395, 3.7448)
S (-1.4889, -6.0548, 4.4664)
C (-1.9885, 2.6288, 3.3067)
H (-0.7240, 7.7803, 0.5192)
H (-1.8953, 7.8577, 2.8700)
H (-2.2282, 5.4500, 3.8395)
H (-0.2078, 2.7638, 0.4558)
H (-3.2185, 1.2202, 5.2302)
H (-3.1688, -1.2231, 5.5000)
H (-2.3702, -3.4299, 4.7093)
H (0.4397, -3.4920, 1.4737)
H (0.0002, -5.6345, 1.2193)
H (-0.1166, -8.1570, 1.8991)
H (-1.2226, -8.4661, 4.2619)
H (-2.5442, 3.2235, 4.0215)
O (0.9013, 2.9616, -1.8667)
S (0.2094, 1.7559, -2.2700)
O (-0.2077, 1.7611, -3.6790)
O (1.0293, 0.5066, -1.9994)
O (-0.9801, 1.5092, -1.3521)
O (3.9312, -0.5452, 0.7482)
C (2.7982, -0.8726, 0.4227)
O (1.7442, -0.1816, 0.6325)
C (2.6595, -2.2705, -0.2127)
C (1.4855, -2.7702, -0.7702)
C (1.4647, -4.0512, -1.3154)
C (2.5815, -4.8671, -1.2805)
C (3.7329, -4.3402, -0.7299)
C (3.8008, -3.0667, -0.2025)
N (4.9388, -5.1896, -0.7159)
O (4.8795, -6.2672, -1.2838)
O (5.9239, -4.7719, -0.1424)
N (0.2420, -4.6386, -1.8375)
O (0.4932, -5.3337, -3.0344)
O (-0.6778, -3.6476, -2.2037)
H (0.5817, -2.1798, -0.7904)
H (2.5692, -5.8656, -1.6879)
H (4.7145, -2.6763, 0.2188)
C (-2.4734, -4.5884, -3.9646)
O (-1.7056, -3.4298, -4.2679)
C (-0.4957, -3.2847, -3.5810)
C (0.5610, -4.3176, -4.0591)
C (1.9522, -3.8143, -4.2680)
C (2.2275, -2.5142, -4.2568)
C (1.1889, -1.5184, -4.0443)
C (-0.0748, -1.8371, -3.7435)
N (-1.0061, -0.7699, -3.7694)
C (-2.2656, -0.6292, -3.4437)
C (-3.0521, -1.3292, -2.4934)
C (-4.4296, -1.5255, -2.7260)
C (-5.2476, -2.0509, -1.7663)
C (-4.6998, -2.3165, -0.4893)
C (-3.3955, -2.0520, -0.1955)
C (-2.4764, -1.5393, -1.1823)
O (-1.2811, -1.2420, -0.9288)
H (-3.3644, -4.5177, -4.5835)
H (-2.7607, -4.6039, -2.9136)
H (-1.9295, -5.5061, -4.2075)
H (0.1870, -4.8070, -4.9610)
H (2.7132, -4.5625, -4.4474)
H (3.2382, -2.1638, -4.4177)
H (1.4535, -0.4732, -4.1191)
H (-0.5901, 0.1201, -4.1138)
H (-2.7105, 0.2375, -3.9283)
H (-4.8294, -1.2827, -3.7049)
H (-6.2925, -2.2412, -1.9689)
H (-5.3415, -2.7202, 0.2865)
H (-3.0091, -2.2374, 0.7960)

Forces on atoms 1 to 2 (eV/Å):
Co 0.3714 -0.1977 -0.1574
S -0.0097 0.0045 0.0036

# 3
A structure of composition C41H29BBrF4INP2S4Ta. Source: OMol25; level of theory: ωB97M-V/def2-TZVPD.

Values from the calculation:
LUMO energy = -8.09 eV
Gap between HOMO and LUMO = 5.5 eV
Energy above the lowest of the compared OMol25 structures with the same formula, charge and spin = 0.3518 eV
E_HOMO = -13.56 eV
Charge = +2

Element x y z (Å)
Ta (0.8250, -0.6881, 0.4332)
I (-1.9550, -0.5218, -0.5577)
C (-3.3619, -0.5633, 0.9885)
C (-4.4508, -1.3425, 0.6629)
C (-5.6245, -1.2915, 1.4392)
C (-5.6788, -0.4205, 2.4844)
C (-4.5667, 0.3800, 2.8377)
C (-4.7005, 1.2809, 3.9194)
C (-3.6515, 2.0656, 4.3028)
C (-2.4204, 1.9114, 3.6567)
C (-2.2316, 1.0468, 2.5970)
P (-0.4374, 0.8669, 2.2710)
C (0.1488, 2.5479, 1.9800)
C (-0.7469, 3.4940, 1.4838)
C (-0.3114, 4.7733, 1.1775)
C (1.0181, 5.1155, 1.3598)
C (1.9166, 4.1706, 1.8379)
C (1.4907, 2.8928, 2.1371)
C (0.0433, 0.3131, 3.9355)
C (-0.5691, -0.8446, 4.4132)
C (-0.3289, -1.2759, 5.7063)
C (0.5226, -0.5569, 6.5301)
C (1.1185, 0.6057, 6.0636)
C (0.8749, 1.0482, 4.7735)
C (-3.3398, 0.2920, 2.1182)
H (-4.4333, -1.9827, -0.2050)
H (-6.4693, -1.9051, 1.1777)
H (-6.5802, -0.3236, 3.0714)
H (-5.6478, 1.3340, 4.4303)
H (-3.7431, 2.7639, 5.1194)
H (-1.5808, 2.4806, 4.0427)
H (-1.7909, 3.2490, 1.3415)
H (-1.0141, 5.4951, 0.7922)
H (1.3578, 6.1118, 1.1216)
H (2.9531, 4.4329, 1.9785)
H (2.2156, 2.1769, 2.5008)
H (-1.2612, -1.3999, 3.7901)
H (-0.8146, -2.1681, 6.0740)
H (0.7054, -0.8902, 7.5385)
H (1.7614, 1.1823, 6.7091)
H (1.3172, 1.9779, 4.4478)
F (4.0298, -6.3119, -3.8910)
C (3.3855, -5.2209, -3.5338)
C (2.5469, -4.5694, -4.4335)
F (2.3944, -5.0360, -5.6589)
C (1.8764, -3.4109, -4.0361)
F (1.1412, -2.7944, -4.9583)
C (1.9885, -2.8947, -2.7432)
P (1.1592, -1.3295, -2.3035)
C (-0.4447, -1.4444, -3.1266)
C (-1.0280, -0.3448, -3.7511)
C (-2.2918, -0.4638, -4.3122)
C (-2.9741, -1.6681, -4.2435)
C (-2.4025, -2.7605, -3.6028)
C (-1.1465, -2.6509, -3.0411)
C (2.2040, -0.1203, -3.1491)
C (3.3375, 0.3229, -2.4592)
C (4.2588, 1.1444, -3.0799)
C (4.0580, 1.5310, -4.3982)
C (2.9511, 1.0749, -5.0954)
C (2.0299, 0.2439, -4.4819)
C (2.8693, -3.5453, -1.8814)
Br (3.2555, -2.8420, -0.1799)
C (3.5557, -4.6893, -2.2534)
F (4.3857, -5.2871, -1.4133)
H (-0.5201, 0.6102, -3.7879)
H (-2.7354, 0.3848, -4.8066)
H (-3.9505, -1.7603, -4.6926)
H (-2.9341, -3.6977, -3.5502)
H (-0.7080, -3.5098, -2.5475)
H (3.5055, 0.0319, -1.4287)
H (5.1261, 1.4870, -2.5375)
H (4.7686, 2.1834, -4.8830)
H (2.8016, 1.3643, -6.1243)
H (1.1918, -0.1207, -5.0573)
S (2.5012, -0.4112, 2.0689)
S (2.8058, -2.2954, 2.9160)
S (1.0252, -3.2931, 2.9168)
S (-0.0775, -2.7185, 1.2769)
B (0.8723, 3.2748, -2.0271)
C (1.0197, 2.0570, -1.1341)
N (1.0899, 1.0955, -0.4557)
H (-0.2738, 3.6048, -1.8864)
H (1.6515, 4.0720, -1.5895)
H (1.1424, 2.8737, -3.1248)

Forces on atoms 1 to 2 (eV/Å):
Ta -0.0660 -0.4185 0.2018
I 0.0740 0.0677 0.0607

# 4
A structure of composition C41H29InN6O2S2Sb. Source: OMol25; level of theory: ωB97M-V/def2-TZVPD.

Values from the calculation:
LUMO energy = -3.52 eV
Gap between HOMO and LUMO = 6.5 eV
Energy above the lowest of the compared OMol25 structures with the same formula, charge and spin = 0.0000 eV
E_HOMO = -10.05 eV
Charge = +1

Element x y z (Å)
In (-0.9613, -0.7184, 1.7296)
O (-4.5421, -4.9778, -2.4937)
C (-3.6235, -5.3571, -1.7763)
O (-3.0121, -6.4171, -1.6724)
C (-3.1775, -4.2910, -0.7335)
C (-3.6945, -3.0030, -0.7788)
C (-3.1742, -2.0466, 0.0725)
N (-2.2112, -2.3490, 0.9468)
C (-1.7374, -3.5950, 1.0383)
C (-2.2046, -4.5984, 0.2087)
C (-0.6591, -3.7818, 2.0395)
C (-0.3015, -5.0364, 2.5194)
C (0.6954, -5.1282, 3.4741)
C (1.3136, -3.9708, 3.9273)
C (0.9088, -2.7592, 3.3990)
N (-0.0470, -2.6718, 2.4761)
C (-3.5804, -0.6203, 0.0688)
C (-4.8195, -0.2041, -0.3933)
C (-5.1530, 1.1371, -0.2944)
C (-4.2457, 2.0231, 0.2639)
C (-3.0221, 1.5365, 0.6826)
N (-2.6923, 0.2518, 0.5672)
H (-4.4514, -2.8025, -1.5245)
H (-1.8208, -5.6069, 0.2008)
H (-0.8123, -5.9171, 2.1645)
H (0.9795, -6.0930, 3.8691)
H (2.0868, -4.0009, 4.6791)
H (1.3561, -1.8235, 3.7141)
H (-5.5181, -0.9240, -0.7891)
H (-6.1202, 1.4795, -0.6297)
H (-4.4782, 3.0685, 0.3880)
H (-2.2814, 2.1858, 1.1358)
N (-1.3862, -0.9265, -4.8734)
C (-0.8288, -1.2854, -3.9399)
C (-0.1197, -1.6257, -2.7455)
C (1.0317, -2.4136, -2.7537)
C (1.6980, -2.6056, -1.5569)
C (1.2038, -2.0049, -0.4113)
N (0.0854, -1.2703, -0.3997)
C (-0.5678, -1.0965, -1.5412)
H (1.3886, -2.8532, -3.6744)
H (2.5942, -3.2013, -1.5092)
H (1.7161, -2.1074, 0.5392)
H (-1.4717, -0.5022, -1.5062)
S (0.9807, 0.8262, 2.2184)
Sb (1.6306, 1.9958, 0.3296)
C (2.8987, 0.8648, -0.8989)
C (3.8359, 0.0593, -0.2603)
C (4.7440, -0.6645, -1.0135)
C (4.7094, -0.5912, -2.3989)
C (3.7770, 0.2144, -3.0328)
C (2.8719, 0.9524, -2.2838)
C (2.7238, 3.6108, 1.0812)
C (3.3946, 4.4297, 0.1783)
C (4.1178, 5.5122, 0.6503)
C (4.1669, 5.7702, 2.0126)
C (3.4960, 4.9525, 2.9071)
C (2.7683, 3.8651, 2.4450)
C (0.0622, 2.8511, -0.7715)
C (-0.4874, 4.0217, -0.2542)
C (-1.5298, 4.6444, -0.9238)
C (-2.0164, 4.1065, -2.1048)
C (-1.4605, 2.9487, -2.6282)
C (-0.4181, 2.3213, -1.9624)
H (3.8632, -0.0041, 0.8229)
H (5.4823, -1.2797, -0.5211)
H (5.4196, -1.1542, -2.9846)
H (3.7604, 0.2822, -4.1096)
H (2.1703, 1.6007, -2.7907)
H (3.3623, 4.2323, -0.8857)
H (4.6428, 6.1524, -0.0429)
H (4.7325, 6.6150, 2.3775)
H (3.5357, 5.1592, 3.9661)
H (2.2394, 3.2292, 3.1433)
H (-0.1046, 4.4563, 0.6632)
H (-1.9538, 5.5547, -0.5261)
H (-2.8221, 4.5984, -2.6274)
H (-1.8265, 2.5389, -3.5576)
H (0.0222, 1.4332, -2.3911)
S (-2.8541, 2.1808, 4.6000)
C (-2.3307, 0.8205, 3.9662)
N (-1.9470, -0.2032, 3.5015)

Forces on atoms 1 to 2 (eV/Å):
In -0.0201 0.1010 -0.0139
O -0.5293 0.4228 -0.6313

# 5
A structure of composition C41H30Br2Cl2N2O3P2Sc. Source: OMol25; level of theory: ωB97M-V/def2-TZVPD.

Values from the calculation:
LUMO energy = -3.07 eV
Gap between HOMO and LUMO = 7.6 eV
E_HOMO = -10.70 eV
Charge = +1

Element x y z (Å)
Sc (-0.9331, 1.0376, -0.7991)
C (-2.4798, -1.2651, -3.0988)
C (-3.1491, -1.2937, -1.7566)
C (-4.2461, -2.1426, -1.4880)
C (-4.8328, -2.1250, -0.2587)
C (-4.3478, -1.2581, 0.7487)
C (-4.8822, -1.1419, 2.0610)
Br (-6.3552, -2.1916, 2.5788)
C (-4.3387, -0.2749, 2.9582)
C (-3.2212, 0.5171, 2.6000)
Br (-2.4589, 1.6462, 3.8884)
C (-2.6632, 0.4381, 1.3562)
O (-1.5709, 1.1304, 0.9876)
C (-3.2498, -0.4556, 0.4152)
N (-2.6744, -0.4957, -0.8285)
H (-3.0336, -1.8377, -3.8394)
H (-1.4782, -1.6978, -3.0295)
H (-2.3975, -0.2384, -3.4630)
H (-4.6129, -2.7941, -2.2692)
H (-5.6767, -2.7664, -0.0422)
H (-4.7477, -0.1877, 3.9546)
Cl (-1.9904, 8.3294, -0.8912)
C (-1.4945, 6.6756, -1.0410)
C (-0.1319, 6.3644, -0.9823)
C (0.2990, 5.0635, -1.1007)
Cl (1.9898, 4.7013, -1.0377)
C (-0.6173, 4.0117, -1.2688)
O (-0.2196, 2.7709, -1.3819)
C (-1.9791, 4.3500, -1.3207)
C (-2.9622, 3.3190, -1.5125)
O (-2.7364, 2.1035, -1.5303)
C (-2.4160, 5.6805, -1.2165)
H (0.5913, 7.1572, -0.8447)
H (-3.9995, 3.6443, -1.6643)
H (-3.4731, 5.9108, -1.2691)
N (1.8888, -0.9807, -0.6105)
P (1.9064, 0.7171, -0.4258)
C (3.5486, 1.1134, -1.0861)
C (4.0074, 0.4808, -2.2405)
C (5.2553, 0.7969, -2.7584)
C (6.0424, 1.7570, -2.1371)
C (5.5828, 2.4013, -0.9964)
C (4.3394, 2.0817, -0.4708)
C (2.0616, 1.0469, 1.3555)
C (2.7942, 0.2011, 2.1910)
C (2.8528, 0.4417, 3.5524)
C (2.1910, 1.5424, 4.0908)
C (1.4724, 2.3943, 3.2684)
C (1.4028, 2.1413, 1.9038)
P (0.3336, -1.6010, -0.3305)
C (0.4478, -2.3521, 1.3182)
C (-0.3621, -1.9452, 2.3696)
C (-0.1953, -2.4933, 3.6377)
C (0.7843, -3.4474, 3.8554)
C (1.5960, -3.8663, 2.8047)
C (1.4233, -3.3268, 1.5433)
C (0.2111, -3.0391, -1.4229)
C (-0.8115, -3.9591, -1.1805)
C (-0.9852, -5.0455, -2.0215)
C (-0.1361, -5.2241, -3.1089)
C (0.8791, -4.3125, -3.3541)
C (1.0516, -3.2149, -2.5162)
H (2.6996, -1.5174, -0.3145)
H (3.3921, -0.2601, -2.7367)
H (5.6107, 0.2960, -3.6494)
H (7.0153, 2.0034, -2.5418)
H (6.1948, 3.1494, -0.5098)
H (3.9935, 2.5779, 0.4280)
H (3.3175, -0.6577, 1.7846)
H (3.4133, -0.2248, 4.1951)
H (2.2385, 1.7317, 5.1557)
H (0.9560, 3.2495, 3.6843)
H (0.8272, 2.8070, 1.2699)
H (-1.1139, -1.1819, 2.2213)
H (-0.8283, -2.1642, 4.4516)
H (0.9183, -3.8730, 4.8415)
H (2.3550, -4.6197, 2.9707)
H (2.0433, -3.6841, 0.7267)
H (-1.4652, -3.8362, -0.3224)
H (-1.7749, -5.7590, -1.8246)
H (-0.2657, -6.0787, -3.7601)
H (1.5413, -4.4533, -4.1984)
H (1.8386, -2.4979, -2.7159)

Forces on atoms 1 to 2 (eV/Å):
Sc -0.0340 -0.2929 -0.5355
C -0.0030 -0.0152 0.0079

| no. | strongest force on any atom (hartree/bohr) |
| --- | --- |
| 1 | 0.028 |
| 2 | 0.009 |
| 3 | 0.012 |
| 4 | 0.018 |
| 5 | 0.015 |